No. 1
{
  "formula": "C6H7NO",
  "method": "ωB97M-V with the def2-TZVPD basis set",
  "elements": ["C", "C", "C", "O", "C", "C", "N", "C", "H", "H", "H", "H", "H", "H", "H"],
  "coordinates": [[3.09, 0.50, -0.18], [1.97, -0.22, 0.06], [0.50, -0.36, 0.44], [0.12, -1.53, -0.13], [-1.56, -1.20, -0.18], [-1.73, 0.31, 0.20], [-1.43, 1.76, -0.27], [-0.28, 0.80, -0.06], [4.16, 1.24, -0.19], [0.71, -0.27, 1.60], [-2.15, -1.90, 0.29], [-2.03, -1.42, -1.21], [-1.73, 0.47, 1.36], [-1.73, 2.52, 0.48], [-0.05, 0.41, -1.03]],
  "e_homo_ev": -9.1,
  "total_charge": 0,
  "smiles": "C#C[C@@H]1OC[C@@H]2N[C@H]21",
  "lumo_ev": 0.68,
  "de_lowest_kj_mol": 1080.6
}


No. 2
{
  "formula": "C12H24CuN4OSV",
  "method": "ωB97M-V with the def2-TZVPD basis set",
  "elements": ["N", "C", "O", "Cu", "V", "N", "N", "C", "C", "C", "C", "C", "C", "C", "C", "H", "H", "H", "H", "H", "H", "H", "H", "H", "H", "H", "H", "H", "H", "H", "H", "H", "H", "C", "H", "H", "H", "C", "H", "H", "H", "S", "C", "N"],
  "coordinates": [[1.61, 0.52, -1.29], [2.65, 1.17, -1.23], [3.71, 1.64, -1.05], [0.93, -2.80, 0.31], [0.16, 0.04, -0.20], [-0.58, -1.85, -0.37], [-1.01, 1.40, -0.55], [-1.19, -2.75, -1.41], [-1.15, 2.16, -1.80], [-1.44, -4.12, -0.75], [-2.55, -2.25, -1.88], [-0.29, -2.96, -2.62], [-0.26, 3.41, -1.76], [-2.59, 2.64, -2.05], [-0.72, 1.30, -2.97], [-0.55, -4.48, -0.22], [-1.69, -4.88, -1.50], [-2.26, -4.08, -0.02], [-3.30, -2.18, -1.07], [-2.96, -2.96, -2.63], [-2.50, -1.28, -2.39], [-0.21, -2.06, -3.24], [-0.73, -3.77, -3.24], [0.71, -3.31, -2.33], [-0.53, 4.10, -0.95], [-0.36, 3.95, -2.71], [0.80, 3.15, -1.64], [-2.94, 3.39, -1.33], [-3.30, 1.80, -2.06], [-2.63, 3.10, -3.05], [-0.82, 1.89, -3.88], [-1.32, 0.39, -3.05], [0.34, 1.01, -2.88], [-1.43, -1.75, 0.84], [-1.13, -0.94, 1.55], [-2.47, -1.57, 0.56], [-1.39, -2.69, 1.42], [-1.62, 2.01, 0.64], [-1.25, 1.58, 1.58], [-1.41, 3.10, 0.67], [-2.72, 1.89, 0.65], [2.47, 0.57, 3.68], [1.59, 0.53, 2.38], [0.93, 0.45, 1.37]],
  "e_homo_ev": [-16.2, -16.2],
  "total_charge": 2,
  "lumo_ev": [-9.56, -9.55],
  "de_lowest_kj_mol": 0.0
}


No. 3
{
  "formula": "C4H3N3O",
  "method": "ωB97M-V with the def2-TZVPD basis set",
  "elements": ["H", "N", "C", "C", "N", "C", "O", "C", "N", "H", "H"],
  "coordinates": [[-1.13, 2.55, -0.93], [-0.91, 1.69, -1.29], [-0.14, 0.70, -0.78], [0.41, 0.91, 0.66], [0.48, 0.11, 1.66], [0.46, -1.16, 1.00], [0.41, -2.21, 1.74], [0.22, -1.53, -0.65], [-0.19, -0.56, -1.39], [0.47, 2.02, 0.85], [-0.06, -2.54, -0.86]],
  "e_homo_ev": -10.0,
  "total_charge": 0,
  "smiles": "[H]/N=C1\\C=NC(=O)C=N1",
  "lumo_ev": -1.67,
  "de_lowest_kj_mol": 309.4
}


No. 4
{
  "formula": "C37H46AsCsN5PS6Te",
  "method": "ωB97M-V with the def2-TZVPD basis set",
  "elements": ["Cs", "C", "C", "N", "N", "C", "N", "S", "C", "C", "C", "C", "C", "N", "H", "H", "H", "H", "H", "H", "H", "H", "H", "H", "S", "As", "S", "S", "S", "C", "C", "C", "C", "P", "C", "C", "C", "C", "C", "C", "C", "C", "C", "C", "H", "H", "H", "H", "H", "H", "H", "H", "H", "H", "H", "H", "H", "H", "H", "H", "H", "H", "H", "H", "H", "H", "H", "C", "Te", "C", "C", "C", "C", "C", "C", "C", "H", "H", "H", "H", "H", "H", "H", "H", "S", "C", "N", "C", "C", "C", "C", "C", "C", "H", "H", "H", "H", "H"],
  "coordinates": [[-1.60, 0.01, 1.10], [-2.83, -6.51, 0.11], [-2.35, -5.09, -0.09], [-1.46, -4.54, 0.63], [-0.89, -5.26, 1.62], [0.11, -4.75, 2.39], [0.43, -5.61, 3.43], [0.90, -3.34, 2.13], [-2.92, -4.27, -1.19], [-3.52, -4.86, -2.30], [-4.01, -4.05, -3.31], [-3.90, -2.68, -3.18], [-3.29, -2.17, -2.03], [-2.81, -2.94, -1.06], [-3.02, -6.72, 1.16], [-2.10, -7.23, -0.26], [-3.77, -6.68, -0.41], [-1.20, -6.21, 1.81], [-0.35, -6.02, 3.91], [1.09, -5.18, 4.06], [-3.58, -5.93, -2.39], [-4.47, -4.49, -4.18], [-4.27, -2.00, -3.93], [-3.20, -1.10, -1.88], [-1.88, 3.87, 3.73], [-3.12, 3.28, 2.09], [-4.04, 1.35, 2.47], [-1.78, 3.07, 0.31], [-4.62, 4.76, 1.66], [5.73, 0.04, 2.05], [4.43, -0.75, 1.91], [4.50, -2.00, 2.79], [4.29, -1.18, 0.45], [2.79, 0.12, 2.29], [2.99, 1.74, 1.44], [3.99, 2.69, 1.68], [4.01, 3.89, 0.99], [3.04, 4.17, 0.03], [2.04, 3.24, -0.22], [2.02, 2.04, 0.48], [2.70, 0.57, 4.11], [4.00, 0.97, 4.82], [2.10, -0.65, 4.83], [1.70, 1.73, 4.20], [6.57, -0.63, 1.83], [5.87, 0.44, 3.06], [5.77, 0.87, 1.34], [5.34, -2.62, 2.47], [3.59, -2.60, 2.70], [4.64, -1.75, 3.84], [5.19, -1.69, 0.12], [4.13, -0.31, -0.20], [3.44, -1.85, 0.31], [4.74, 2.51, 2.44], [4.78, 4.62, 1.20], [3.05, 5.11, -0.49], [1.24, 3.46, -0.92], [1.23, 1.34, 0.28], [4.73, 0.16, 4.84], [3.76, 1.22, 5.86], [4.46, 1.85, 4.37], [2.84, -1.43, 5.01], [1.28, -1.08, 4.26], [1.69, -0.33, 5.80], [2.11, 2.66, 3.81], [1.41, 1.89, 5.23], [0.77, 1.54, 3.66], [-4.47, 1.03, -3.45], [-3.02, 1.75, -1.87], [-4.83, 2.69, -1.24], [-5.62, 2.98, -2.48], [-6.49, 4.07, -2.55], [-7.18, 4.34, -3.72], [-7.00, 3.53, -4.84], [-6.13, 2.45, -4.77], [-5.43, 2.16, -3.60], [-4.99, 0.15, -3.05], [-4.01, 0.75, -4.40], [-4.59, 3.58, -0.65], [-5.34, 2.00, -0.57], [-6.60, 4.70, -1.68], [-7.85, 5.19, -3.77], [-7.53, 3.75, -5.76], [-5.98, 1.82, -5.65], [0.42, 1.71, -4.80], [-0.34, 0.54, -3.74], [0.41, 0.03, -2.83], [1.70, 0.53, -2.92], [2.75, 0.18, -2.08], [3.98, 0.77, -2.27], [4.17, 1.72, -3.28], [3.14, 2.09, -4.12], [1.90, 1.48, -3.93], [-1.39, 0.31, -3.86], [2.58, -0.54, -1.29], [4.81, 0.52, -1.62], [5.14, 2.19, -3.40], [3.28, 2.83, -4.89]],
  "e_homo_ev": -0.4,
  "total_charge": -2,
  "lumo_ev": 2.84
}